1.
The following is a DFT calculation (ωB97M-V/def2-TZVPD) of a cluster of 12 separate species, C19H62N10O19 in total at a distorted geometry.

ORCA input file:
```
! wB97M-V def2-TZVPD RIJCOSX def2/J DEFGRID3
* xyz -1 2
O -0.861 1.928 -3.261
O -3.105 5.153 0.335
O 3.758 -0.073 2.397
O -3.938 -0.735 1.009
O 4.388 -2.631 4.074
O -0.161 -1.294 -0.071
O -4.527 0.192 -1.797
O 2.239 1.690 -5.038
O -2.154 -5.518 -3.631
O 1.453 -5.919 0.723
O -0.206 2.964 1.657
O 3.840 0.203 -0.736
O -1.768 3.581 -1.453
O 1.660 -1.409 3.472
O 3.477 5.476 -0.614
O -2.009 -2.439 -1.828
O 5.456 0.151 4.765
O -5.403 -2.545 -2.466
O 5.288 -0.643 -2.955
N -1.066 0.776 -0.105
N -0.061 2.225 3.821
N 1.335 4.893 -0.592
N 2.746 3.412 -0.023
N 0.862 0.452 0.747
N -3.213 -2.815 0.877
N -1.519 3.688 3.354
N 0.226 -4.309 1.600
N -4.241 -2.149 2.642
N 1.419 -3.947 -0.205
C 2.004 -2.703 3.751
C -5.722 -1.414 -3.204
C 0.813 1.805 -5.088
C 3.900 -0.197 -3.023
C -3.876 4.119 -0.239
C -1.484 -3.697 -2.164
C -3.144 3.918 -1.607
C 3.169 -2.682 4.687
C 1.054 -4.799 0.686
C 4.144 1.135 3.089
C -3.810 -1.826 1.475
C 3.121 -0.497 -1.699
C 2.574 4.664 -0.494
C -5.788 -0.165 -2.262
C -2.576 -4.355 -2.945
C -0.172 -0.097 0.219
C -0.527 2.954 2.863
C 0.516 1.955 -3.561
C 4.312 0.969 4.649
H 0.062 -3.319 1.719
H 3.709 3.167 0.156
H 1.202 -3.198 4.297
H 0.482 2.633 -5.715
H -3.458 -4.563 -2.339
H 3.981 0.052 1.471
H -2.232 4.810 0.132
H 3.263 -3.627 5.223
H 5.840 -0.007 -3.416
H -3.603 3.352 0.486
H 3.406 0.543 5.080
H -6.226 0.701 -2.758
H 4.999 1.674 2.682
H 1.006 2.791 -3.062
H -4.911 4.457 -0.192
H 1.309 -0.330 1.204
H -2.119 4.252 2.770
H -2.917 -3.623 -3.677
H -4.768 -1.508 3.218
H 4.771 0.250 -0.965
H -3.184 4.802 -2.244
H 1.053 5.856 -0.700
H -3.141 -3.681 1.391
H 0.856 1.400 1.094
H 0.950 1.205 -2.899
H -3.625 3.091 -2.129
H 2.643 1.282 -5.808
H 0.577 1.461 3.649
H -2.686 -2.460 0.092
H 2.101 -0.110 -1.688
H 4.337 -1.932 3.418
H 0.624 4.184 -0.483
H -0.306 2.530 4.752
H 3.314 1.838 3.020
H -4.538 0.024 -0.852
H -1.374 -1.995 -1.260
H -1.423 3.135 -2.230
H 0.218 0.981 -5.482
H 3.330 -0.568 -3.875
H -6.599 -1.671 -3.797
H -1.954 0.378 -0.375
H 1.969 2.871 0.331
H 3.855 0.881 -3.177
H -0.593 -3.557 -2.775
H -1.148 -4.276 -1.304
H -6.449 -0.377 -1.422
H -1.205 1.057 -3.050
H -1.530 3.917 4.337
H 6.201 0.756 4.747
H 2.960 -1.928 5.447
H -0.251 -4.874 2.288
H -0.808 1.732 0.094
H -2.068 -6.217 -2.979
H -4.469 -2.477 -2.256
H 4.457 1.919 5.164
H 0.831 -3.127 -0.256
H 2.094 -4.253 -0.892
H -4.079 -3.047 3.075
H 2.163 -3.184 2.786
H -4.958 -1.081 -3.907
H 3.184 -1.564 -1.486
H 2.455 -0.872 3.497
*
```

Values from the calculation:
Gap between HOMO and LUMO (spin up / spin down) in eV: 1.67 / 8.88
Largest force on an atom in Eh/bohr: 0.13055
Lowest unoccupied orbital energy (spin up / spin down) in eV: 1.76 / 1.74

Atomic partial charges in e from the Mulliken method, atoms 1 to 6:
1. O -0.60
2. O -0.52
3. O -0.18
4. O -0.51
5. O -0.56
6. O -0.78

---

2.
The following is a DFT calculation (ωB97M-V/def2-TZVPD) of a cluster of 9 separate species, C46H85F3N15O4S in total at a distorted geometry.

ORCA input file:
```
! wB97M-V def2-TZVPD RIJCOSX def2/J DEFGRID3
* xyz 7 1
S 0.515 0.307 1.344
F 1.204 -2.117 2.251
F -0.183 -2.152 0.564
F -0.816 -1.625 2.660
O -2.967 -4.129 1.736
O 1.124 0.850 2.543
O 1.463 0.201 0.242
O -0.716 0.961 0.919
N 3.369 -3.675 4.632
N -0.982 7.074 -0.915
N 2.956 7.949 -4.026
N -2.772 7.609 -2.052
N -0.109 -6.399 -5.738
N 5.589 -4.061 -0.830
N -0.260 -4.470 -4.731
N 6.395 -6.074 -0.797
N -7.603 -2.671 -1.320
N -5.530 -2.147 -0.894
N 4.040 -1.805 3.783
N 1.694 6.180 -3.946
N -3.522 -5.612 3.485
N -3.005 2.579 4.260
N -1.193 3.785 4.490
C 5.351 -5.346 -1.132
C -4.085 -2.031 -1.205
C 3.957 0.494 4.590
C 4.297 -3.971 3.670
C 1.369 4.754 -3.914
C 6.465 -7.544 -0.828
C 0.861 7.282 -3.984
C 7.333 -5.264 -0.184
C -3.153 3.318 5.409
C -3.360 -1.091 -0.234
C 2.641 -4.601 5.495
C -2.893 -4.678 4.503
C 0.151 4.362 4.347
C -0.855 -3.304 -4.045
C 1.143 -5.817 -5.754
C -2.569 6.249 -2.132
C -1.803 8.053 -1.248
C -6.323 -1.468 0.011
C -6.350 -2.798 -1.728
C 0.121 -1.515 1.701
C -0.464 -7.771 -6.079
C -7.599 -1.841 -0.224
C 4.707 -2.893 -1.094
C 1.105 3.473 5.132
C -1.401 5.911 -1.545
C 1.028 -4.576 -5.232
C -3.966 1.661 3.666
C -0.903 -5.596 -5.029
C -3.733 -4.953 2.115
C 0.203 7.162 -0.048
C 4.737 -2.806 3.145
C 2.953 6.628 -3.969
C 4.054 -0.404 3.366
C -4.942 -5.405 1.376
C -1.826 2.876 3.727
C 3.195 -2.349 4.641
C -3.757 8.408 -2.797
C -0.519 -3.234 -2.554
C -8.804 -3.136 -2.015
C 3.985 10.204 -4.606
C 0.203 6.171 1.115
C 3.293 -3.074 -0.577
C -1.990 3.964 5.611
C 4.153 8.840 -3.939
C 1.654 8.377 -3.866
C 6.844 -4.013 -0.294
H -3.886 -1.692 -2.218
H 2.490 -1.819 5.256
H -2.895 -6.408 3.332
H 1.575 -4.643 5.299
H 2.722 -2.145 -0.647
H 1.816 4.330 -4.813
H -4.016 3.263 6.050
H 2.939 10.477 -4.750
H -0.812 6.039 1.494
H 5.542 -8.039 -0.557
H 0.775 3.376 6.169
H -1.486 -7.925 -5.728
H -3.275 5.606 -2.633
H -4.944 -6.478 1.175
H -3.731 -4.197 5.004
H -4.397 1.095 4.493
H 4.327 10.133 -5.639
H -0.820 -2.256 -2.176
H -8.759 -3.037 -3.095
H -4.985 -4.912 0.406
H 0.495 4.464 3.319
H -2.425 -5.290 5.270
H -3.994 7.834 -3.688
H -9.672 -2.602 -1.634
H -1.963 -5.760 -4.925
H -8.507 -1.507 0.250
H 3.848 6.027 -3.966
H 4.519 10.972 -4.059
H 2.777 -3.827 -1.184
H 7.340 -3.078 -0.083
H 4.306 8.986 -2.868
H 0.296 4.616 -3.871
H -9.021 -4.175 -1.761
H -3.498 0.920 3.026
H 8.238 -5.638 0.263
H -1.713 4.676 6.371
H 4.991 8.254 -4.308
H -5.880 -5.096 1.846
H 2.829 -4.304 6.526
H -1.916 -3.426 -4.279
H 5.215 -2.086 -0.568
H -4.401 -5.952 3.882
H 1.709 -3.767 -5.030
H -6.069 -3.331 -2.621
H 1.992 -6.336 -6.166
H 1.432 9.414 -3.691
H 0.841 6.522 1.920
H 1.070 7.127 -0.707
H -0.960 4.934 -1.456
H -0.633 -2.403 -4.617
H -3.704 -3.039 -1.041
H 3.316 -0.070 2.633
H 5.415 -2.585 2.342
H -4.763 2.228 3.191
H 4.777 -2.675 -2.158
H 4.750 0.253 5.296
H -2.392 -0.713 -0.561
H 5.012 -0.230 2.874
H 4.550 -4.992 3.444
H -3.132 -1.589 0.710
H 7.316 -7.851 -0.220
H -1.677 9.075 -0.922
H 2.966 0.589 5.035
H 4.435 -5.702 -1.570
H 0.232 -8.496 -5.675
H 0.526 5.170 0.811
H 0.207 8.164 0.384
H 0.565 -3.219 -2.431
H 1.877 4.251 -3.092
H 2.069 3.965 5.282
H -4.697 8.433 -2.239
H -1.371 2.439 2.844
H -5.950 -0.688 0.646
H 3.115 -3.435 0.438
H -3.472 9.445 -2.929
H -3.961 -0.208 -0.016
H 6.869 -7.808 -1.808
H -0.647 -7.931 -7.144
H -0.207 7.181 -3.898
H -0.990 -4.055 -2.020
H -2.230 -3.957 4.042
H 4.139 1.541 4.330
H 3.086 -5.591 5.422
H 0.102 5.392 4.699
H 1.246 2.506 4.657
*
```

Values from the calculation:
ΔE to the lowest compared entry with this formula, charge and spin in kcal per mole: 9.9
Gap between HOMO and LUMO in eV: 8.56
Largest force on an atom in Eh/bohr: 0.04830
Lowest unoccupied orbital energy in eV: -12.90

Atomic partial charges in e from the Mulliken method, atoms 1 to 6:
1. S 0.95
2. F -0.16
3. F -0.03
4. F -0.18
5. O -0.37
6. O -0.51

---

3.
The following is a DFT calculation (ωB97M-V/def2-TZVPD) of a structure of composition C2Na4O6 at a distorted geometry.

ORCA input file:
```
! wB97M-V def2-TZVPD RIJCOSX def2/J DEFGRID3
* xyz 0 1
Na 0.433 0.735 1.512
Na -2.056 -0.574 -0.116
Na -0.396 -3.247 -0.688
Na -0.711 -2.068 1.612
O 0.656 1.796 0.248
O 0.442 3.594 -0.908
O 1.016 -1.405 1.061
O -0.671 -1.790 -0.192
O 0.418 1.685 -1.912
O 0.174 0.087 0.048
C 0.433 2.329 -0.856
C 0.263 -1.142 0.192
*
```

Values from the calculation:
ΔE to the lowest compared entry with this formula, charge and spin in kcal per mole: 344.7
Gap between HOMO and LUMO in eV: 2.91
Largest force on an atom in Eh/bohr: 0.28747
Lowest unoccupied orbital energy in eV: -2.11

Atomic partial charges in e from the Mulliken method, atoms 1 to 6:
1. Na 0.92
2. Na 0.69
3. Na 0.86
4. Na 0.55
5. O -0.69
6. O -0.63

---

4.
The following is a DFT calculation (ωB97M-V/def2-TZVPD) of a structure of composition C45H46AsClCrFN6OS3 at a distorted geometry.

ORCA input file:
```
! wB97M-V def2-TZVPD RIJCOSX def2/J DEFGRID3
* xyz -1 5
As 10.255 12.656 16.958
Cr 9.334 9.711 17.140
Cl 15.965 14.945 12.021
S 9.872 6.525 18.127
S 7.438 10.974 18.212
S 12.603 9.814 20.797
F 4.623 7.812 13.380
O 13.665 9.378 12.292
N 10.730 9.881 18.688
N 11.844 8.120 14.186
N 10.939 8.682 16.082
N 10.094 7.659 20.539
N 8.066 7.619 19.855
N 12.907 8.343 15.013
C 13.894 7.412 10.442
C 7.895 8.915 15.762
C 12.549 12.118 12.633
C 11.459 7.470 9.863
C 7.108 13.299 19.528
C 12.603 8.341 10.483
C 7.075 9.871 15.084
C 6.880 7.597 19.091
C 11.513 15.473 13.972
C 7.250 14.631 19.919
C 7.397 7.640 15.710
C 6.306 7.182 14.952
C 12.385 8.892 11.903
C 8.958 13.458 18.104
C 5.980 9.487 14.315
C 12.793 9.428 9.463
C 14.303 13.122 17.997
C 11.532 9.884 19.573
C 9.385 7.247 19.507
C 10.702 8.326 14.827
C 11.255 9.985 11.906
C 8.113 8.282 21.039
C 5.654 8.151 14.227
C 13.691 13.778 11.311
C 10.652 15.181 12.941
C 9.395 8.311 21.535
C 13.032 13.759 19.963
C 13.471 12.459 13.655
C 11.858 12.979 17.947
C 11.981 7.738 12.780
C 11.354 11.230 12.902
C 10.476 13.858 15.401
C 14.417 13.448 13.571
C 12.598 12.863 11.455
C 9.695 14.188 13.145
C 9.098 14.826 18.488
C 9.636 13.490 14.337
C 13.135 12.797 17.334
C 12.261 8.720 16.134
C 14.624 14.037 12.316
C 7.938 12.670 18.599
C 11.863 13.409 19.292
C 11.438 14.794 15.185
C 14.200 13.685 19.308
C 8.176 15.451 19.312
H 11.981 12.811 10.587
H 10.510 11.881 12.742
H 12.290 14.962 15.912
H 6.010 7.628 19.727
H 14.904 13.598 14.486
H 11.244 11.072 14.025
H 12.771 6.953 12.761
H 13.133 12.519 16.309
H 13.280 10.258 9.917
H 11.117 7.642 20.578
H 12.790 8.966 17.073
H 15.118 13.943 19.785
H 10.827 15.608 11.949
H 6.447 15.024 20.593
H 8.232 16.508 19.632
H 11.651 7.335 8.836
H 9.723 8.132 14.435
H 5.270 10.194 13.829
H 6.054 6.171 14.779
H 10.484 8.026 9.997
H 6.719 6.769 18.381
H 10.025 15.367 18.161
H 13.314 9.061 8.602
H 11.330 6.480 10.310
H 10.978 10.398 10.946
H 15.308 12.901 17.594
H 14.049 7.044 9.377
H 7.329 10.954 15.232
H 7.231 8.781 21.437
H 13.855 14.306 10.379
H 11.841 9.897 9.091
H 9.905 8.783 22.351
H 7.969 6.948 16.266
H 13.479 11.836 14.539
H 8.853 12.763 14.442
H 10.893 13.450 19.793
H 6.383 12.688 20.037
H 13.583 9.927 13.086
H 13.945 6.571 11.098
H 14.772 8.031 10.657
H 12.155 16.289 13.991
H 10.953 7.250 12.503
H 6.831 8.559 18.559
H 9.022 13.891 12.347
H 10.282 9.576 12.254
H 12.962 14.117 20.966
*
```

Values from the calculation:
ΔE to the lowest compared entry with this formula, charge and spin in kcal per mole: 50.5
Gap between HOMO and LUMO (spin up / spin down) in eV: 6.52 / 6.80
Largest force on an atom in Eh/bohr: 0.06380
Lowest unoccupied orbital energy (spin up / spin down) in eV: 2.08 / 2.08

Atomic partial charges in e from the Mulliken method, atoms 1 to 6:
1. As 1.70
2. Cr 0.52
3. Cl -0.25
4. S -0.47
5. S -0.50
6. S -0.44

---

5.
The following is a DFT calculation (ωB97M-V/def2-TZVPD) of a cluster of 2 separate species, C2H4ClNSi in total at a distorted geometry.

ORCA input file:
```
! wB97M-V def2-TZVPD RIJCOSX def2/J DEFGRID3
* xyz 0 1
Cl 4.143 0.886 1.635
Si -1.193 0.297 -0.213
N -1.322 -1.175 -1.114
C 1.335 0.903 1.057
C 2.520 0.769 1.241
H -1.061 1.535 -1.145
H -1.890 -0.067 0.890
H -2.035 -1.765 -0.712
H -0.497 -1.383 -1.639
*
```

Values from the calculation:
ΔE to the lowest compared entry with this formula, charge and spin in kcal per mole: 77.6
Gap between HOMO and LUMO in eV: 8.03
Largest force on an atom in Eh/bohr: 0.08961
Lowest unoccupied orbital energy in eV: -0.59

Atomic partial charges in e from the natural (NBO) method, atoms 1 to 6:
1. Cl 0.06
2. Si 1.42
3. N -1.30
4. C -0.37
5. C -0.33
6. H -0.12